Below is a gas-phase ion, C7H18P (charge +1), with properties calculated with ωB97M-V/def2-TZVPD.

```
26
Properties=species:S:1:pos:R:3:forces:R:3
C -0.2301 0.5298 2.5019 -0.1 -0.1 -2.0
C -0.1930 2.7657 1.1480 -1.0 -0.7 -1.1
C -1.3484 -0.5673 -1.7016 2.3 2.7 1.5
C 1.3432 -1.0677 -2.4590 -2.7 -1.7 0.9
C -0.0784 -2.4001 0.0735 -0.1 -1.0 -3.4
C 0.7811 0.5547 0.0380 -3.4 1.1 1.0
C -0.3585 1.1571 1.1042 1.2 1.2 -0.9
P 0.2542 -0.9003 -0.9177 0.5 -0.7 -2.1
H -0.6705 1.2658 3.1989 0.4 -1.0 0.1
H 0.8675 0.4119 2.5441 -0.6 -0.2 1.2
H -0.7632 -0.4561 2.4107 0.6 0.8 1.0
H -0.5145 3.1293 0.1335 0.3 -0.1 0.9
H 0.8038 3.2114 1.3266 -0.3 -0.8 0.1
H -0.9006 3.2077 1.8883 0.5 -0.5 -0.5
H -1.3549 0.5430 -1.6833 -0.7 -0.5 0.0
H -2.0725 -1.0202 -1.1311 -2.1 -0.6 1.3
H -1.4108 -0.8606 -2.6872 0.1 -0.9 -2.1
H 1.4214 -2.1837 -2.5889 0.0 1.1 -0.2
H 2.2537 -0.7006 -2.1038 1.7 0.8 -0.4
H 0.7904 -0.5947 -3.3325 1.2 -0.4 1.2
H 0.6431 -2.7019 0.7380 1.9 -0.3 1.7
H -0.4200 -3.3635 -0.4699 0.5 1.9 0.3
H -0.8925 -1.9818 0.5397 -2.2 0.4 1.8
H 0.8022 1.3747 -0.6795 0.6 -0.2 -0.4
H 1.6458 0.5010 0.6416 1.3 -0.5 0.0
H -1.3256 0.9421 0.6489 -0.2 0.2 0.2
```
Forces are in eV/Å.

Output
Total charge: +1
Energy above the lowest of the compared OMol25 structures with the same formula, charge and spin: 30.5 kcal per mole
Kohn-Sham gap: 0.4493 Ha
Spin multiplicity: 1
E_LUMO: -2.7 eV



Below is a molecular structure, C21H17Br2FNO4S2Zn, with properties calculated with ωB97M-V/def2-TZVPD.

```
49
Properties=species:S:1:pos:R:3:forces:R:3
C 3.7037 -0.6792 -3.0025 -0.2 0.1 0.0
C 3.7567 0.7008 -2.7752 -0.1 -0.1 -0.1
C 2.6107 1.4780 -2.9332 -0.1 -0.1 0.1
C 1.4205 0.8513 -3.2984 0.1 0.1 -0.3
S -0.0455 1.8339 -3.5451 0.6 -1.7 -0.1
N -0.5362 1.8864 -1.8076 -0.8 -1.1 -0.7
F -0.6088 0.4481 -1.3725 -0.2 2.6 -1.2
S -2.2235 2.5214 -1.7039 -0.4 -0.2 1.5
C -2.3643 2.3801 0.0692 -0.3 0.1 -0.1
C -2.6430 1.1332 0.6178 0.1 -0.1 0.1
C -2.8008 1.0187 1.9960 0.0 0.1 0.1
C -2.7230 2.1594 2.8032 0.1 0.0 -0.2
C -2.4484 3.4097 2.2354 -0.1 -0.2 0.0
C -2.2721 3.5262 0.8570 0.1 -0.1 0.0
O -2.1471 3.9170 -2.0520 0.3 -1.0 -0.2
O -3.1688 1.6238 -2.3064 0.8 0.5 0.0
O 0.3212 3.1714 -3.9037 -0.5 -0.2 0.4
O -0.9723 1.0465 -4.3261 0.5 1.0 0.7
C 1.3514 -0.5181 -3.5359 0.0 0.0 0.2
C 2.4985 -1.2896 -3.3679 0.1 0.1 0.0
H 4.6056 -1.2855 -2.8967 -0.3 0.2 0.0
H 4.6907 1.1807 -2.4792 -0.3 -0.2 -0.1
H 2.6160 2.5529 -2.7708 0.1 -0.2 0.0
H -2.7084 0.2631 -0.0293 0.0 0.1 0.2
H -2.9857 0.0350 2.4323 0.1 0.3 -0.1
H -2.8787 2.0705 3.8806 0.1 0.0 -0.3
H -2.3736 4.2998 2.8628 0.0 -0.3 -0.2
H -2.0594 4.4807 0.3825 0.0 -0.1 0.1
H 0.4037 -0.9633 -3.8289 0.2 0.1 0.1
H 2.4449 -2.3682 -3.5259 0.1 0.3 0.1
Br -0.4576 -6.3855 2.1712 -0.1 -0.4 0.2
Zn 0.9691 -5.1297 0.8972 -0.5 1.5 0.2
Br 2.8061 -5.1607 -0.4339 0.4 -0.2 -0.3
C -0.1679 -2.9926 0.8409 0.6 -1.4 0.2
C 0.4817 -2.2601 -0.2051 0.2 1.0 0.6
C 0.9542 -1.0482 0.3152 0.1 -0.6 -0.1
C 0.6396 -0.9957 1.7203 -0.4 -0.6 -0.3
C -0.0360 -2.2256 2.0569 0.4 0.3 -0.3
C -0.3851 -2.4950 3.3825 -0.2 0.4 0.3
C -0.1960 -1.5054 4.3510 0.0 -0.2 -0.3
C 0.3800 -0.2667 4.0053 0.2 0.3 -0.4
C 0.8205 -0.0131 2.7021 -0.1 -0.1 0.3
H -0.9197 -3.7816 0.7257 0.0 0.5 -0.2
H 0.6509 -2.6431 -1.2100 -0.2 0.3 0.1
H 1.5145 -0.2680 -0.1980 -0.1 -0.3 0.0
H -0.7999 -3.4725 3.6307 0.0 0.2 0.1
H -0.4960 -1.6822 5.3865 0.1 0.0 -0.3
H 0.4924 0.5053 4.7696 0.0 -0.2 -0.2
H 1.2853 0.9356 2.4167 -0.1 -0.2 0.3
```
Forces are in eV/Å.

Output
Total charge: -1
Energy above the lowest of the compared OMol25 structures with the same formula, charge and spin: 0.0 kcal per mole
Kohn-Sham gap: 0.2191 Ha
Spin multiplicity: 1
E_LUMO: 2.1 eV



Below is 3 unconnected molecules or ions with the total composition C26H52N8O2P, with properties calculated with ωB97M-V/def2-TZVPD.

```
89
Properties=species:S:1:pos:R:3:forces:R:3
C 2.8466 -0.8485 1.4954 -1.1 0.3 0.0
C 2.4666 0.2384 1.0698 -0.9 -0.8 -0.5
C 1.6282 1.3701 0.3445 1.8 -1.0 0.9
N 0.1628 1.1626 0.6083 1.4 0.1 -0.6
C -0.4289 0.1350 0.0060 -1.5 -2.7 -1.5
N 0.2330 -0.7822 -0.8669 -2.1 -0.7 0.3
C -0.6919 -1.7522 -1.2792 0.4 5.6 3.7
N -1.8964 -1.3444 -0.6500 0.2 -3.6 -3.7
P -3.2920 -2.3888 -0.9708 -2.5 -1.4 4.0
N -3.6021 -3.1967 0.3711 -0.5 1.2 -1.5
N -1.7930 -0.2334 0.1178 3.0 0.7 -0.4
C -2.9271 0.3324 0.8949 -1.4 -0.1 -0.2
C -2.9179 1.9181 1.0353 -0.7 0.0 1.1
C -4.3468 2.5635 0.6596 0.1 0.6 0.6
N -4.2876 3.4824 -0.5093 -0.3 -1.3 0.1
H 2.9803 -1.9030 1.9202 0.3 2.3 -0.8
H 1.8503 1.3212 -0.7719 -0.4 0.1 1.6
H 1.9357 2.3725 0.7750 -0.6 -1.2 -0.7
H -0.2748 1.8156 1.2569 -0.1 -0.7 -0.4
H -0.5077 -2.6429 -1.9428 -0.4 1.3 0.9
H -4.4586 -1.5983 -1.2884 1.2 0.0 -0.7
H -3.0050 -3.3351 -2.0035 0.8 1.3 -0.1
H -4.5629 -2.9678 0.6819 0.8 -0.3 0.0
H -3.0248 -0.2260 1.8823 0.4 0.8 -1.2
H -3.8745 0.0646 0.3140 1.4 0.3 0.6
H -2.0981 2.4343 0.4488 -1.1 -0.7 0.5
H -2.7766 2.1433 2.1478 0.2 -0.3 -1.5
H -5.1474 1.7597 0.5381 1.1 1.0 0.0
H -4.6971 3.1991 1.5424 0.6 -1.0 -0.9
H -4.8138 3.0898 -1.3009 0.6 0.4 0.4
H -3.3259 3.6608 -0.8085 -0.6 -0.1 -0.1
C -0.9087 4.5140 -5.9440 0.1 0.4 -0.1
C -1.9919 3.7136 -5.1636 1.9 -0.2 -1.1
C -3.0030 3.0620 -6.1344 -0.6 0.1 0.1
C -4.0561 4.0129 -6.6882 0.0 0.0 0.0
C -4.7330 4.7745 -5.5563 0.1 -0.4 -0.1
C -3.7207 5.5184 -4.6686 -0.5 2.2 -0.5
N -2.6365 4.6176 -4.1603 -2.6 -2.9 1.1
O -3.1639 3.8518 -3.1940 1.2 1.3 -0.8
C -3.1258 6.6951 -5.4757 0.3 -0.1 -0.3
C -4.4838 6.2145 -3.5183 0.2 -0.6 0.4
C -1.2014 2.5509 -4.5147 -0.5 0.0 0.6
H -0.8632 5.5642 -5.6587 -0.2 -0.1 0.0
H 0.0991 4.1410 -5.7450 -0.2 -0.2 0.0
H -1.0641 4.4684 -7.0250 0.0 0.0 0.1
H -3.5302 2.2503 -5.6181 0.1 0.1 0.2
H -2.4724 2.5924 -6.9673 0.2 0.1 0.2
H -3.6058 4.7002 -7.4096 0.0 0.0 0.1
H -4.8069 3.4412 -7.2419 0.1 0.0 0.0
H -5.4526 5.4824 -5.9817 0.2 0.1 0.2
H -5.3221 4.0710 -4.9557 0.2 0.1 0.1
H -2.3690 7.2264 -4.8934 0.0 -0.1 0.0
H -3.9032 7.4189 -5.7321 -0.1 -0.2 0.2
H -2.6787 6.3920 -6.4219 0.0 0.0 0.1
H -5.0750 5.5162 -2.9224 0.2 0.0 0.0
H -5.1854 6.9536 -3.9125 0.2 -0.1 -0.2
H -3.7951 6.7386 -2.8494 0.0 -0.1 -0.1
H -0.4921 2.9172 -3.7670 -0.1 0.1 -0.1
H -0.6302 2.0099 -5.2750 -0.1 0.3 -0.1
H -1.8533 1.8144 -4.0378 -0.1 0.2 0.1
C 5.6437 -3.7678 6.6901 0.4 -0.2 0.1
C 4.5221 -3.8039 5.6113 0.5 0.9 1.9
C 3.3863 -4.7658 6.0281 -0.2 -0.4 -0.4
C 3.6909 -6.2418 5.8100 0.0 0.0 0.1
C 4.1717 -6.4807 4.3851 -0.3 0.2 0.2
C 5.3813 -5.6017 4.0239 1.6 -1.5 -0.2
N 5.1309 -4.1481 4.2876 -3.6 0.0 -1.8
O 4.3121 -3.6956 3.3271 1.5 -0.1 0.9
C 6.6103 -6.1014 4.8173 0.0 0.1 0.4
C 5.7666 -5.8661 2.5506 -0.4 0.6 -0.2
C 3.9200 -2.3780 5.6508 -0.1 -0.1 -0.8
H 6.6224 -4.0449 6.3005 -0.1 -0.1 -0.1
H 5.7930 -2.7627 7.0921 -0.2 -0.1 -0.1
H 5.4222 -4.4257 7.5346 0.0 0.0 -0.1
H 2.4812 -4.5276 5.4563 0.2 0.1 -0.1
H 3.1277 -4.6061 7.0785 0.2 0.2 -0.1
H 4.4303 -6.5889 6.5372 0.0 0.0 -0.1
H 2.7867 -6.8305 5.9923 0.1 0.1 0.0
H 4.4265 -7.5397 4.2666 0.2 0.2 -0.1
H 3.3427 -6.2914 3.6927 0.1 0.2 0.0
H 7.4843 -5.4759 4.6201 -0.1 0.0 0.0
H 6.8701 -7.1216 4.5239 -0.2 0.1 -0.1
H 6.4492 -6.1341 5.8943 0.0 0.1 0.0
H 4.9402 -5.6830 1.8608 0.0 0.2 0.1
H 6.0601 -6.9092 2.4097 0.0 0.1 0.3
H 6.6120 -5.2422 2.2468 -0.1 0.0 0.1
H 4.6429 -1.6289 5.3169 0.0 -0.1 0.0
H 3.6240 -2.1199 6.6720 0.2 -0.3 0.0
H 3.0208 -2.2844 5.0374 0.2 -0.1 -0.1
```
Forces are in eV/Å.

Output
Total charge: +1
Kohn-Sham gap (spin up / spin down): 0.2614 / 0.2879 Ha
⟨S²⟩: 2.009
Spin multiplicity: 3
E_LUMO (spin up / spin down): -3.3 / -3.3 eV



Below is 2 unconnected molecules or ions with the total composition C10H21IN, with properties calculated with ωB97M-V/def2-TZVPD.

```
33
Properties=species:S:1:pos:R:3:forces:R:3
C -0.6547 -1.0332 -2.2352 0.7 0.7 -1.9
C -0.2323 -1.4059 -0.8973 1.1 -1.1 -1.3
C 2.1812 -1.3619 -0.9960 2.0 -2.4 -1.3
C -1.5313 -2.7036 1.8477 -1.1 2.3 -2.6
C 1.3181 2.6140 -0.6789 -3.4 1.3 3.4
C 0.2766 2.4844 1.6800 0.2 0.5 0.3
C 0.9929 -2.2933 -0.8688 -1.8 -1.4 -0.4
C -0.4609 -1.5709 1.5685 -0.8 -2.3 -0.6
C -0.7264 -1.0020 0.2124 -1.4 1.3 2.5
C 0.3661 2.9642 0.2330 0.8 -2.2 0.1
N -0.9277 3.5186 -0.1610 1.1 5.1 -3.5
I -2.3938 0.4148 0.0578 0.2 -0.6 0.3
H 0.0315 -1.5986 -2.8946 -1.0 0.1 -0.3
H -0.3156 0.0088 -2.4332 -0.8 -0.3 0.0
H 2.2363 -0.9072 -2.0469 -0.1 -0.4 1.7
H 3.1026 -2.0244 -0.8320 -0.9 1.2 -0.5
H 2.1715 -0.6605 -0.1981 0.0 0.9 0.5
H -2.4916 -2.1901 1.5645 0.4 -0.6 0.8
H -1.5580 -3.5513 1.1353 0.8 0.2 0.7
H -1.5278 -2.9069 2.8713 -0.1 -0.9 1.4
H 1.3273 3.1088 -1.5898 0.3 0.1 -2.0
H -1.7333 -1.2041 -2.4439 0.9 0.3 0.0
H 1.9047 1.8415 -0.2847 1.8 -0.5 -0.1
H 1.2705 2.6685 2.1504 -0.7 -0.8 -0.2
H -0.1455 1.4432 1.7926 0.8 1.0 -0.2
H -0.4053 3.1556 2.2535 0.3 -0.4 -0.4
H 0.8541 -2.9212 0.0386 1.2 0.4 -0.6
H 0.8681 -3.0373 -1.7210 0.6 1.0 0.9
H -0.5290 -0.8890 2.3829 0.2 0.7 0.5
H 0.4951 -2.1075 1.5496 0.1 0.8 0.3
H -1.0082 3.5759 -1.2120 0.0 -1.1 1.0
H -1.0780 4.5899 -0.0423 0.3 -2.0 1.0
H -1.6773 2.9809 0.1976 -1.3 -1.0 0.6
```
Forces are in eV/Å.

Output
Total charge: +1
Energy above the lowest of the compared OMol25 structures with the same formula, charge and spin: 23.2 kcal per mole
Kohn-Sham gap: 0.3144 Ha
Spin multiplicity: 1
E_LUMO: -3.4 eV



Below is a molecular structure, C25H18NO7PSV, with properties calculated with ωB97M-V/def2-TZVPD.

```
54
Properties=species:S:1:pos:R:3:forces:R:3
V 0.2246 0.0595 -0.0815 0.5 -0.8 -1.5
O -2.9500 -1.6762 1.7033 0.1 0.0 0.2
C -1.7538 -1.1793 1.3924 0.1 -0.1 0.3
O -1.4031 -1.0229 0.1790 -0.5 -0.4 -0.2
C -0.7871 -0.8603 2.3918 -0.2 0.0 -0.4
C -0.7344 -1.1434 3.7619 0.1 0.1 0.3
C 0.4659 -0.9643 4.4180 -0.3 0.0 -0.1
C 1.6245 -0.6009 3.6998 0.2 0.1 -0.2
C 1.5027 -0.3325 2.3604 0.3 -0.2 0.0
N 0.3106 -0.3671 1.7521 -0.1 -0.4 2.3
C 2.5957 -0.1852 1.2886 0.3 -0.1 0.8
O 3.7338 0.1090 1.5797 -0.2 -0.1 -0.1
O 2.1017 -0.4697 0.1232 0.4 0.1 -0.2
H -3.4244 -1.8495 0.8800 -0.1 0.0 -0.1
H -1.6137 -1.5216 4.2651 0.0 0.0 0.0
H 0.5371 -1.1608 5.4791 0.0 -0.1 0.0
H 2.6005 -0.5740 4.1628 0.0 0.0 0.0
O 1.8423 1.6156 -3.1799 -0.1 0.0 0.0
S 0.8077 1.4289 -2.2193 0.2 1.2 -1.5
O 1.1444 1.8015 -0.8162 0.2 -0.2 -0.2
O 0.1690 0.0994 -2.1789 0.1 -0.4 0.2
C -0.5398 2.5340 -2.5922 0.1 -0.2 0.2
C -0.6697 3.1033 -3.8451 0.2 0.0 0.0
C -1.7514 3.9306 -4.0994 0.0 0.0 0.0
C -2.6782 4.1829 -3.0971 0.0 0.1 -0.1
C -2.5456 3.5967 -1.8476 0.1 -0.1 0.1
C -1.4712 2.7518 -1.5781 0.0 -0.1 -0.1
P -1.2541 1.8776 0.0263 -1.4 1.6 0.4
C -0.7453 3.2173 1.1628 0.0 0.0 0.0
C 0.5231 3.2105 1.7384 -0.1 0.0 -0.1
C 0.9190 4.2554 2.5608 0.1 0.0 0.1
C 0.0569 5.3096 2.8158 0.0 0.0 0.0
C -1.2151 5.3147 2.2593 -0.1 0.0 0.0
C -1.6148 4.2732 1.4395 0.1 0.0 0.0
C -2.9796 1.5443 0.5277 0.0 -0.1 0.0
C -3.8671 0.9888 -0.3958 0.1 0.0 0.0
C -5.1374 0.6002 -0.0014 0.0 0.0 0.0
C -5.5311 0.7470 1.3228 0.0 0.0 0.0
C -4.6454 1.2699 2.2517 -0.1 0.0 0.0
C -3.3727 1.6588 1.8596 0.1 0.1 -0.1
H 0.0856 2.8973 -4.5926 0.0 0.0 0.0
H -1.8715 4.3773 -5.0772 0.0 0.0 0.0
H -3.5144 4.8423 -3.2908 0.0 0.0 0.0
H -3.2900 3.7905 -1.0880 0.0 0.0 0.0
H 1.2071 2.3999 1.5310 0.1 0.0 0.0
H 1.9094 4.2484 2.9972 0.0 0.0 0.0
H 0.3731 6.1297 3.4473 0.0 0.0 0.0
H -1.8982 6.1295 2.4624 0.0 0.0 0.0
H -2.6142 4.2727 1.0257 0.0 0.0 0.0
H -3.5544 0.8553 -1.4241 0.0 0.0 0.0
H -5.8230 0.1841 -0.7288 0.0 0.0 0.0
H -6.5258 0.4494 1.6286 0.0 0.0 0.0
H -4.9449 1.3743 3.2867 0.0 0.0 0.0
H -2.6810 2.0616 2.5899 0.0 0.0 0.0
```
Forces are in eV/Å.

Output
Kohn-Sham gap (spin up / spin down): 0.2320 / 0.3145 Ha
⟨S²⟩: 3.773
Spin multiplicity: 4
E_LUMO (spin up / spin down): -0.3 / -0.8 eV



Which formula does entry 4 have? C10H21IN



Number 1 is which compound? C7H18P